Record 1
Density functional theory data (wB97M-V/def2-TZVPD) for a molecular structure, C13H31BF4N2NaO7.

```
! wB97M-V def2-TZVPD RIJCOSX def2/J DEFGRID3
* xyz -1 1
Na 0.6876 -1.5374 -1.7753
F 2.1991 3.7324 -5.4526
F 0.7333 2.2425 -6.2169
F 1.2193 2.2842 -4.0964
F 0.0062 3.8667 -4.9003
O 4.8710 -5.4447 -4.9993
O 3.0288 -5.0666 -3.9023
O 5.2264 -1.0660 2.8382
O 1.6573 4.3607 2.0269
O 4.2775 -3.3667 -4.4519
O -6.3800 0.7821 -0.9337
O -2.1876 -2.7944 0.6923
N 3.1821 1.0194 1.7555
N -3.9138 -0.8984 -0.7782
C -3.8548 -1.1634 0.6476
C -1.7440 -4.1173 1.0119
C 4.0367 -4.5836 -4.4456
C -3.5576 -2.6727 0.9044
C 4.5382 0.6695 1.2905
C 5.1562 -2.4533 3.1253
C -3.9040 0.5563 -1.1338
C 1.7500 2.9703 2.1998
C 0.3286 4.9059 1.8782
C -7.4397 1.3805 -0.3037
C 3.0271 2.4740 1.6081
C 4.8879 -0.8248 1.5004
C -5.1113 1.4143 -0.6561
B 1.0490 3.0711 -5.1444
H -7.3918 1.5457 0.7726
H 4.1302 -2.7655 2.9305
H 4.5324 0.9138 0.2283
H -0.2429 4.7228 0.9683
H -2.2488 -4.9029 0.4497
H 0.4334 5.9900 1.9198
H 3.8214 2.9818 2.1553
H 5.7332 -1.0956 0.8677
H 5.8891 -3.0248 2.5558
H -3.8096 -2.8850 1.9434
H -2.9533 0.9892 -0.8224
H 4.3535 -6.1119 -4.5425
H -4.9777 1.6493 0.3998
H 3.1388 0.7416 2.7256
H -3.9166 0.5491 -2.2237
H 1.8220 2.8158 3.2764
H -0.6710 -4.1341 0.8213
H -1.8504 -4.2490 2.0887
H 3.0782 2.6981 0.5426
H -0.3632 4.5302 2.6321
H -5.0493 2.4018 -1.1133
H -8.3194 0.8208 -0.6218
H -4.8026 -1.2258 -1.1289
H 5.3628 -2.5723 4.1889
H -7.6186 2.3957 -0.6579
H -4.7924 -0.9274 1.1507
H -3.0955 -0.5330 1.1103
H 5.2663 1.3115 1.7863
H -4.1975 -3.3694 0.3628
H 3.9974 -1.4043 1.2568
H 0.9724 2.4026 1.6888
*
```

Summary:
* LUMO energy: 0.0 eV
* relative energy (zero: lowest compared OMol25 entry of this formula, charge and spin): 496.29 kJ/mol
* E_HOMO: -4.49 eV
* frontier orbital gap: 4.45 eV

Formally, the Löwdin partial charges of the atoms, in units of the elementary charge, are as follows:
1 Na 0.90
2 F 0.13
3 F 0.09
4 F 0.16
5 F 0.16
6 O 0.07
7 O -0.10
8 O -0.20
9 O -0.18
10 O -0.07
11 O -0.18
12 O -0.20
13 N -0.07
14 N -0.06
15 C -0.21
16 C -0.09
17 C -0.96
18 C -0.24
19 C -0.20
20 C -0.10
21 C -0.17
22 C -0.25
23 C -0.09
24 C -0.16
25 C -0.23
26 C -0.23
27 C -0.20
28 B -1.53
29 H 0.09
30 H 0.08
31 H 0.12
32 H 0.08
33 H 0.09
34 H 0.08
35 H 0.12
36 H 0.13
37 H 0.09
38 H 0.11
39 H 0.11
40 H 0.07
41 H 0.11
42 H 0.10
43 H 0.11
44 H 0.13
45 H 0.08
46 H 0.09
47 H 0.13
48 H 0.08
49 H 0.12
50 H 0.09
51 H 0.10
52 H 0.09
53 H 0.08
54 H 0.11
55 H 0.12
56 H 0.11
57 H 0.12
58 H 0.11
59 H 0.12

Record 2
Density functional theory data (wB97M-V/def2-TZVPD) for a molecular structure, C13H31CdIN4O5.

```
! wB97M-V def2-TZVPD RIJCOSX def2/J DEFGRID3
* xyz 0 1
I -20.0019 -5.5728 13.4149
Cd -19.2552 -4.2040 11.0207
O -17.2895 -4.7551 10.5454
O -19.2356 -2.9700 9.2261
O -18.6871 -2.4221 12.1058
O -20.0287 -5.8116 9.6213
O -21.2168 -3.1792 11.0516
N -18.2150 -0.6172 13.3418
N -23.4784 -3.2927 10.9785
N -20.7627 -7.9240 9.3529
N -20.0046 -3.1084 7.1008
C -15.9269 -4.7625 10.3004
C -21.8261 -7.8297 10.3502
C -17.9876 -1.4290 12.2862
C -21.3680 -3.5665 7.2616
C -22.3121 -2.7457 11.3754
C -23.5977 -4.5834 10.2949
C -22.3938 -1.5768 12.3386
C -17.8274 -2.1197 7.4702
C -18.5294 -7.3009 8.5329
C -19.0603 -2.8143 8.0275
C -17.0164 -0.9874 11.2183
C -19.0302 -1.0475 14.4733
C -19.8770 -6.9298 9.1451
H -17.7925 -1.0818 7.7850
H -24.2657 -2.8027 11.3674
H -18.6384 -8.1520 7.8584
H -17.4219 -1.0307 10.2243
H -23.0148 -1.8064 13.2016
H -24.1929 -5.2000 10.9711
H -22.8211 -0.7032 11.8301
H -15.6631 -3.8307 9.7699
H -24.2718 -4.4215 9.4486
H -16.9794 -2.6060 7.9628
H -15.2905 -4.9391 11.1786
H -21.3820 -1.2704 12.5796
H -21.8910 -8.7309 10.9642
H -19.8103 -0.2872 14.5986
H -17.9230 -7.5442 9.4028
H -21.6235 -7.0560 11.0897
H -17.6969 0.2355 13.4472
H -21.9646 -2.7304 7.6343
H -19.5688 -1.9590 14.2302
H -17.7720 -2.2532 6.3940
H -16.7067 0.0340 11.4646
H -22.7658 -7.7457 9.8037
H -22.6295 -4.9645 10.0032
H -21.7752 -3.8925 6.3097
H -15.6806 -5.5884 9.6050
H -18.4458 -1.1124 15.3869
H -19.6029 -3.2936 6.1955
H -16.1557 -1.6489 11.3389
H -20.5037 -8.8497 9.0613
H -21.5058 -4.3737 7.9838
H -18.1700 -6.4320 7.9931
*
```

Summary:
* LUMO energy: 0.5 eV
* relative energy (zero: lowest compared OMol25 entry of this formula, charge and spin): 0.00 kJ/mol
* E_HOMO: -6.61 eV
* frontier orbital gap: 7.08 eV

Formally, the Löwdin partial charges of the atoms, in units of the elementary charge, are as follows:
1 I -0.28
2 Cd 1.17
3 O -0.52
4 O -0.05
5 O -0.12
6 O -0.11
7 O -0.12
8 N 0.02
9 N 0.02
10 N 0.02
11 N 0.02
12 C -0.35
13 C -0.07
14 C -0.50
15 C -0.06
16 C -0.53
17 C -0.04
18 C 0.02
19 C 0.02
20 C 0.02
21 C -0.50
22 C 0.03
23 C -0.06
24 C -0.52
25 H 0.08
26 H 0.13
27 H 0.07
28 H 0.06
29 H 0.09
30 H 0.09
31 H 0.09
32 H 0.04
33 H 0.08
34 H 0.08
35 H 0.05
36 H 0.06
37 H 0.09
38 H 0.08
39 H 0.10
40 H 0.02
41 H 0.13
42 H 0.09
43 H 0.07
44 H 0.07
45 H 0.08
46 H 0.08
47 H 0.05
48 H 0.08
49 H 0.04
50 H 0.08
51 H 0.12
52 H 0.10
53 H 0.13
54 H 0.06
55 H 0.08

Record 3
Density functional theory data (wB97M-V/def2-TZVPD) for 4 unconnected molecules or ions with the total composition C13H31F3N4O9PS.

```
! wB97M-V def2-TZVPD RIJCOSX def2/J DEFGRID3
* xyz 1 1
S 0.8155 2.8086 1.4113
P -2.1172 2.8066 0.8353
F 0.6377 2.9768 -1.2454
F 0.5427 4.8947 -0.1885
F 2.3938 3.8016 -0.2946
O -1.9224 4.2813 1.3351
O -3.1786 0.4297 -4.8817
O 3.9025 -2.8606 1.3179
O 1.9013 1.9160 1.5882
O 0.7024 3.7479 2.4672
O -0.1624 -1.2012 -0.0463
O -1.8572 0.2705 2.7267
O -3.4069 2.2240 1.4941
O -2.1608 2.7183 -0.6170
N -0.7138 1.8242 1.3516
N 0.3070 -3.1908 0.8585
N -0.9591 0.4303 -4.5740
N 3.8085 -3.0536 -0.9160
C 4.1338 -2.7284 -2.2941
C -2.4626 -0.3149 5.0472
C 0.3378 1.0004 -4.2659
C 1.0794 3.6911 -0.2299
C -2.1705 1.0527 -4.6040
C -2.0039 -2.7162 0.2144
C -0.5568 -2.3090 0.3302
C -0.8223 1.1574 2.7330
C -2.8166 0.4738 3.7817
C 5.2607 -1.3401 0.0670
C 0.0378 -4.5319 1.3525
C 4.2745 -2.4718 0.2189
C -2.2036 2.5277 -4.2783
H 0.6357 -5.2508 0.7928
H -2.4192 -2.9312 1.1993
H -0.5378 1.1031 0.6134
H -2.0006 4.8135 0.5267
H -3.2295 2.8758 -4.3411
H 5.5373 -0.9843 1.0542
H -2.9786 1.5296 3.9836
H -2.5650 -1.8998 -0.2303
H 4.5659 -3.6024 -2.7824
H 4.8413 -1.9090 -2.3476
H 6.1601 -1.6820 -0.4455
H -1.5993 3.0924 -4.9896
H -2.5321 0.2881 5.9434
H 0.3210 -4.5918 2.4030
H -1.8374 2.6958 -3.2642
H 0.7679 0.4849 -3.4033
H 1.2605 -2.8502 0.9069
H -3.1885 -1.1129 5.1534
H -4.1702 2.5537 0.9971
H 0.1040 0.5991 2.8608
H -3.7635 0.1143 3.4011
H 3.2235 -2.4477 -2.8265
H 4.8135 -0.5159 -0.4901
H -1.0078 -0.5501 -4.8000
H 1.0080 0.8693 -5.1172
H -0.8458 1.8920 3.5327
H 3.1587 -3.8044 -0.7464
H 0.2572 2.0587 -4.0421
H -1.0108 -4.7876 1.2509
H -1.4854 -0.7710 4.9348
H -2.1040 -3.5940 -0.4236
*
```

Summary:
* LUMO energy: -3.8 eV
* E_HOMO: -11.31 eV
* frontier orbital gap: 7.52 eV

Formally, the Löwdin partial charges of the atoms, in units of the elementary charge, are as follows:
1 S 0.78
2 P 0.42
3 F 0.18
4 F 0.19
5 F 0.20
6 O -0.06
7 O 0.04
8 O 0.02
9 O -0.19
10 O -0.19
11 O -0.02
12 O -0.11
13 O -0.04
14 O -0.20
15 N -0.08
16 N 0.03
17 N 0.01
18 N 0.01
19 C -0.07
20 C -0.04
21 C -0.08
22 C -0.67
23 C -0.55
24 C 0.00
25 C -0.55
26 C -0.21
27 C -0.23
28 C -0.01
29 C -0.05
30 C -0.55
31 C -0.01
32 H 0.09
33 H 0.09
34 H 0.15
35 H 0.12
36 H 0.08
37 H 0.08
38 H 0.11
39 H 0.08
40 H 0.09
41 H 0.07
42 H 0.09
43 H 0.09
44 H 0.08
45 H 0.09
46 H 0.05
47 H 0.08
48 H 0.12
49 H 0.08
50 H 0.14
51 H 0.15
52 H 0.12
53 H 0.08
54 H 0.08
55 H 0.14
56 H 0.08
57 H 0.15
58 H 0.13
59 H 0.06
60 H 0.08
61 H 0.08
62 H 0.09

Record 4
Density functional theory data (wB97M-V/def2-TZVPD) for 3 unconnected molecules or ions with the total composition C13H31IO4PS2.

```
! wB97M-V def2-TZVPD RIJCOSX def2/J DEFGRID3
* xyz -1 1
I 1.6082 3.9557 -0.0512
S -2.5132 -2.8606 -3.7358
S -3.7719 3.1465 1.7897
P 0.0266 1.9592 -0.0070
O 0.3576 1.3413 -1.5511
O -2.9036 1.9633 1.9508
O -1.4478 -3.3052 -2.8076
O 2.3124 0.9346 0.8248
C -1.4106 -1.3548 -0.3143
C -2.1644 -3.6685 -5.3073
C 3.2109 1.2682 1.8560
C -1.0984 -0.6530 1.0051
C -5.4733 2.5468 1.7365
C 0.8040 -1.0757 2.6374
C 5.3371 0.0255 1.2181
C 0.8890 0.9727 1.1456
C 6.1821 -1.2379 1.4168
C 4.1498 0.1041 2.1750
C -3.6662 3.5941 0.0519
C 0.4157 -0.4770 1.2629
C -2.0943 -1.1907 -4.2449
H -4.3743 4.3936 -0.1703
H -2.6433 3.9261 -0.1190
H -1.1392 -2.4119 -0.2632
H 1.6075 -0.5012 3.0960
H -1.6060 0.3105 1.0636
H -2.2037 -0.5536 -3.3687
H 7.2450 -1.0538 1.2412
H -1.1297 -3.4677 -5.5847
H -1.0581 -1.1709 -4.5817
H 3.8145 2.1218 1.5085
H -2.8516 -3.3047 -6.0719
H 2.6477 1.5962 2.7356
H -5.7094 2.1650 2.7280
H -0.0466 -1.0433 3.3239
H -3.8633 2.7063 -0.5486
H 0.9499 -1.0778 0.5036
H 1.1446 -2.1158 2.5593
H -6.1459 3.3672 1.4838
H -2.4838 -1.3214 -0.5356
H 4.5091 0.1762 3.2089
H 3.5706 -0.8177 2.0704
H -2.3101 -4.7357 -5.1546
H 6.0879 -1.6165 2.4384
H -5.5413 1.7435 1.0027
H -0.8525 -0.9295 -1.1495
H -2.7732 -0.8686 -5.0351
H 5.8727 -2.0373 0.7406
H 5.9547 0.9233 1.3161
H -1.5273 -1.2594 1.8107
H 1.1781 0.8286 -1.5039
H 4.9275 0.0400 0.2041
*
```

Summary:
* LUMO energy: 2.3 eV
* relative energy (zero: lowest compared OMol25 entry of this formula, charge and spin): 0.00 kJ/mol
* E_HOMO: -2.64 eV
* frontier orbital gap: 4.95 eV

Formally, the Löwdin partial charges of the atoms, in units of the elementary charge, are as follows:
1 I 0.22
2 S 0.79
3 S 0.79
4 P 0.54
5 O -0.45
6 O -0.55
7 O -0.54
8 O -0.31
9 C -0.13
10 C -0.28
11 C -0.30
12 C -0.26
13 C -0.28
14 C -0.08
15 C -0.27
16 C -0.57
17 C -0.12
18 C -0.21
19 C -0.28
20 C -0.41
21 C -0.26
22 H 0.05
23 H 0.03
24 H 0.06
25 H 0.05
26 H 0.03
27 H 0.05
28 H 0.06
29 H 0.05
30 H 0.06
31 H 0.08
32 H 0.05
33 H 0.11
34 H 0.04
35 H 0.06
36 H 0.06
37 H 0.12
38 H 0.07
39 H 0.04
40 H 0.06
41 H 0.11
42 H 0.10
43 H 0.04
44 H 0.06
45 H 0.05
46 H 0.04
47 H 0.05
48 H 0.06
49 H 0.10
50 H 0.10
51 H 0.02
52 H 0.11